Entry 1:
The following is a quantum chemistry calculation of one molecule with the formula C4H9ClO at a distorted geometry, from the OMol25 dataset.

For the HOMO energy, the calculation gives -0.3693 Ha. Its SMILES is CO[C@H](C)CCl. For the total energy, the calculation gives -18863.141 eV. Its multiplicity is 1. The value obtained for the LUMO energy is 0.979 eV. The molecular weight is 108.57 g/mol. As for the relative energy (zero: lowest compared OMol25 entry of this formula, charge and spin): 19.44 kcal/mol.

Element x y z (Å)
C -0.4883 2.0068 0.1755
O 0.4056 0.9318 0.3025
C 0.2932 -0.3634 -0.3531
C -1.1401 -0.8891 -0.2655
C 1.4293 -1.1191 0.4070
Cl 1.9826 -2.5846 -0.4927
H -1.4944 1.8304 0.6171
H -0.0376 2.8462 0.6654
H -0.5792 2.3862 -0.8685
H 0.6738 -0.2417 -1.3580
H -1.3085 -1.1190 0.7942
H -1.3717 -1.7608 -0.8644
H -1.7638 -0.0486 -0.6592
H 1.1323 -1.4391 1.4157
H 2.2666 -0.4362 0.4840

Forces on the atoms, in the same order (eV/Å):
C -0.75 -0.14 -1.13
O 0.38 -0.42 0.46
C 0.59 0.60 0.88
C 0.51 0.96 -0.02
C -0.89 -0.17 -0.20
Cl -0.25 0.35 0.19
H 0.57 -0.02 -0.33
H 0.32 0.26 0.71
H -0.24 -0.62 0.27
H -0.28 -0.04 -0.61
H -0.47 0.23 -0.27
H 0.33 -0.21 -0.13
H 0.10 -0.82 0.63
H -0.02 0.10 -0.41
H 0.10 -0.06 -0.05

Löwdin population analysis, charges in e, atoms 1 to 4: -0.125 -0.206 -0.427 -0.038



Entry 2:
The following is a quantum chemistry calculation of a 3-piece molecular cluster, C6H10O overall, from the OMol25 dataset.

For the HOMO energy, the calculation gives -0.3077 Ha. For the total energy, the calculation gives -8428.500 eV. Its multiplicity is 1. The value obtained for the LUMO energy is 0.808 eV. The molecular weight is 98.14 g/mol. As for the relative energy (zero: lowest compared OMol25 entry of this formula, charge and spin): 63.19 kcal/mol.

Element x y z (Å)
C -1.5610 -1.4898 0.0623
C -0.6087 -0.3392 -0.0963
C -0.4502 0.4706 -1.2158
C 0.6886 1.2777 -1.0514
C 0.9161 1.3771 0.4416
C 0.4314 -0.0051 0.7978
O 0.5593 -0.4534 2.0730
H -2.3365 -1.2976 0.8152
H -1.0398 -2.4100 0.3541
H -2.0725 -1.7016 -0.8808
H -0.9981 0.3378 -2.1423
H 0.9989 2.0464 -1.7488
H 1.6683 0.1480 -0.9876
H 1.9425 1.5852 0.7481
H 0.2384 2.1222 0.8766
H 1.6482 -0.4567 -0.2492
H -0.0250 -1.2116 2.2034

Forces on the atoms, in the same order (eV/Å):
C -0.04 -0.04 -0.01
C 0.11 -0.04 0.03
C 0.03 -0.02 -0.06
C -0.22 0.21 -0.04
C 0.10 -0.06 0.01
C -0.21 0.27 -0.18
O -0.05 -0.19 0.09
H 0.15 0.03 -0.07
H -0.03 0.11 -0.03
H 0.07 0.05 0.12
H 0.07 0.03 0.07
H -0.06 -0.04 0.07
H 0.12 -0.29 0.20
H -0.11 -0.05 -0.06
H 0.01 -0.11 -0.03
H -0.02 0.07 -0.12
H 0.07 0.08 0.01

Löwdin population analysis, charges in e, atoms 1 to 4: -0.041 -0.271 -0.092 -0.200



Entry 3:
The following is a quantum chemistry calculation of one molecule with the formula CH4BCl at a distorted geometry, from the OMol25 dataset.

For the HOMO energy (spin up / spin down), the calculation gives -0.1949 / -0.4145 Ha. For the total energy, the calculation gives -14294.310 eV. Its multiplicity is 3. The value obtained for the LUMO energy (spin up / spin down) is 0.683 / -1.631 eV. The molecular weight is 62.31 g/mol. As for the relative energy (zero: lowest compared OMol25 entry of this formula, charge and spin): 34.43 kcal/mol.

Element x y z (Å)
B 0.0711 -1.1470 -0.0150
C -0.5125 1.1326 -0.0227
Cl -1.6149 -0.2367 0.0047
H 0.3346 -1.4937 -1.0916
H 0.3547 -1.5778 1.0215
H -0.4316 1.6652 -0.9450
H -0.3696 1.6090 0.9250

Forces on the atoms, in the same order (eV/Å):
B 0.09 -2.20 -0.08
C -1.38 2.02 0.13
Cl 1.10 0.32 -0.03
H 0.07 -0.14 -0.55
H 0.02 -0.23 0.63
H -0.01 0.14 -0.50
H 0.10 0.09 0.38

Löwdin population analysis, charges in e, atoms 1 to 4: -0.436 -0.303 0.803 -0.057



Entry 4:
The following is a quantum chemistry calculation of C38H31BrFMnN4O3SSi as an isolated structure, from the OMol25 dataset.

For the HOMO energy (spin up / spin down), the calculation gives -0.1457 / -0.1463 Ha. For the total energy, the calculation gives -174808.947 eV. The total charge is -1. Its multiplicity is 2. The value obtained for the LUMO energy (spin up / spin down) is 2.098 / 2.071 eV. The molecular weight is 805.68 g/mol. As for the relative energy (zero: lowest compared OMol25 entry of this formula, charge and spin): 0.00 kcal/mol.

Element x y z (Å)
Mn -0.0317 0.4789 -0.2331
C 2.9952 -2.9809 -0.4306
Si 2.4688 -1.6100 -1.6160
C 3.6021 -0.1352 -1.2990
C 3.0320 -2.2169 -3.3266
N 0.8126 -1.1723 -1.5219
C -0.1174 -1.9586 -2.1546
C 0.1108 -3.1998 -2.7944
C -0.8956 -3.9162 -3.4292
C -2.2013 -3.4523 -3.4628
C -2.4836 -2.2471 -2.8265
C -1.4645 -1.5657 -2.2183
F -1.7725 -0.4029 -1.5741
H 4.0387 -3.2514 -0.6228
H 2.3830 -3.8758 -0.5708
H 2.9158 -2.6829 0.6174
H 4.1391 -0.2120 -0.3489
H 3.0405 0.7917 -1.3049
H 4.3483 -0.0641 -2.0934
H 4.0967 -1.9977 -3.4458
H 2.4910 -1.7110 -4.1308
H 2.9040 -3.2909 -3.4707
H 1.1051 -3.6225 -2.7785
H -0.6459 -4.8606 -3.8998
H -2.9864 -4.0161 -3.9487
H -3.4833 -1.8367 -2.7688
C 0.7771 -2.7560 2.6491
C 0.3150 -2.0367 1.5385
N 0.7494 -0.8236 1.2554
C 1.6792 -0.2761 2.0553
C 2.2198 -0.9197 3.1674
C 1.7319 -2.1994 3.4645
C 3.2132 -0.2290 3.9514
C 3.6104 1.0171 3.6272
C 3.0552 1.7009 2.4844
C 3.4267 2.9953 2.0936
C 2.8395 3.5535 0.9882
C 1.8803 2.8204 0.2757
N 1.5174 1.5990 0.6179
C 2.0948 1.0508 1.7127
H 0.3727 -3.7397 2.8431
H -0.4321 -2.4480 0.8707
H 2.1103 -2.7328 4.3288
H 3.6312 -0.7352 4.8134
H 4.3560 1.5323 4.2209
H 4.1687 3.5387 2.6674
H 3.0950 4.5491 0.6539
H 1.3980 3.2272 -0.6033
Br -1.4232 3.0397 0.9248
C -1.7147 3.7126 -0.8177
C -2.5077 4.8171 -0.9303
C -2.6973 5.4134 -2.1939
C -2.0505 4.9028 -3.2775
C -1.2155 3.7613 -3.1658
C -0.5185 3.2902 -4.3020
C 0.2904 2.2015 -4.1822
C 0.3874 1.5141 -2.9529
C -0.2780 1.8771 -1.7926
C -1.0576 3.0844 -1.9184
H -2.9764 5.2353 -0.0501
H -3.3385 6.2813 -2.2872
H -2.1580 5.3655 -4.2526
H -0.6401 3.8098 -5.2463
H 0.8400 1.8343 -5.0427
H 0.9887 0.6132 -2.9399
O -0.8631 0.8617 2.9607
C -1.7726 0.2043 2.4621
N -1.9238 -0.0723 1.1439
S -3.1961 -1.0463 0.8702
O -4.2284 -0.4129 0.0960
O -2.7622 -2.3574 0.4450
C -3.7265 -1.1517 2.5554
C -4.8059 -1.8181 3.1026
C -4.9831 -1.7155 4.4766
C -4.1034 -0.9675 5.2594
C -3.0253 -0.3063 4.6849
C -2.8544 -0.4118 3.3161
H -5.4820 -2.3956 2.4862
H -5.8167 -2.2218 4.9476
H -4.2692 -0.9018 6.3276
H -2.3290 0.2807 5.2699

Forces on the atoms, in the same order (eV/Å):
Mn 0.45 -0.15 -0.77
C 0.02 -0.04 0.03
Si 0.08 0.04 -0.14
C 0.00 -0.01 0.13
C 0.03 -0.03 -0.05
N -0.07 0.12 0.17
C 0.00 0.00 -0.05
C -0.02 -0.08 0.08
C 0.00 0.03 0.01
C 0.00 0.02 0.01
C 0.01 -0.02 -0.01
C 0.08 0.06 0.01
F -0.10 0.00 0.07
H 0.00 -0.02 0.01
H 0.00 -0.01 0.01
H 0.00 0.03 0.01
H -0.06 0.04 0.03
H -0.10 0.22 0.02
H 0.02 -0.04 0.02
H 0.00 0.02 0.00
H -0.01 0.00 0.01
H 0.06 0.04 -0.04
H -0.11 -0.02 0.03
H 0.01 -0.01 0.01
H 0.00 0.00 0.00
H 0.00 0.00 0.00
C 0.02 0.02 -0.05
C 0.08 -0.04 -0.06
N -0.23 -0.09 0.24
C -0.09 0.02 -0.13
C 0.17 0.06 0.17
C -0.01 -0.05 -0.01
C -0.12 -0.13 -0.05
C -0.03 0.13 -0.12
C 0.15 -0.02 0.17
C 0.04 0.03 0.05
C -0.09 -0.07 -0.08
C 0.12 0.06 -0.04
N -0.08 -0.18 0.25
C -0.02 -0.01 -0.19
H 0.00 0.00 0.00
H -0.04 0.01 0.02
H -0.01 0.00 0.00
H 0.00 0.00 0.00
H 0.00 0.00 0.00
H 0.00 -0.01 0.00
H 0.00 0.00 0.00
H -0.01 0.01 0.01
Br -0.02 -0.01 0.08
C 0.03 -0.03 -0.05
C -0.01 0.05 -0.07
C -0.01 -0.01 0.06
C 0.02 -0.02 -0.02
C 0.00 0.01 -0.04
C -0.01 0.02 0.02
C -0.01 -0.01 0.01
C -0.01 -0.01 -0.02
C -0.08 0.00 -0.14
C -0.01 0.04 0.14
H 0.00 0.00 0.00
H 0.00 0.00 0.00
H 0.00 -0.01 0.00
H 0.00 0.00 0.00
H 0.01 -0.01 0.01
H -0.01 0.00 -0.01
O 0.03 0.08 0.01
C -0.13 -0.12 -0.05
N 0.08 0.04 0.34
S 0.06 0.04 -0.06
O -0.02 -0.01 -0.04
O -0.02 0.01 0.02
C -0.12 -0.03 0.06
C 0.04 0.01 0.02
C 0.00 0.00 0.02
C -0.01 0.00 -0.01
C 0.00 -0.01 0.00
C 0.06 0.05 -0.04
H 0.00 0.01 -0.01
H 0.00 0.00 0.00
H 0.00 0.00 0.00
H -0.01 0.00 0.00

Löwdin population analysis, charges in e, atoms 1 to 4: 0.614 -0.171 0.391 -0.161